The following is a quantum chemistry calculation of a molecular structure, C25H25N4Pd, from the Open Molecules 2025 dataset.

Its HOMO energy is -2.2 eV. For the energy above the lowest of the compared OMol25 structures with the same formula, charge and spin, the calculation gives 0.0 kcal per mole. As for the total charge: -1. As for the total energy: -1314.5676 Eh. The frontier orbital gap comes out at 5.10 eV.

XYZ file:
```
55
Properties=species:S:1:pos:R:3:mulliken_charge:R:1
Pd -0.63179 -0.32534 -2.07768 -0.447
C 0.87043 -0.03097 1.84649 -0.970
N -0.41921 0.18188 1.19765 1.008
C -1.04032 1.34030 1.82150 -1.021
C -2.28844 1.84912 1.14527 0.234
C -2.44291 1.78040 -0.23380 1.251
C -3.58576 2.31280 -0.79988 -0.695
C -4.53017 2.90890 0.02406 -0.467
C -4.28390 2.93168 1.38686 -0.377
N -3.19422 2.41347 1.94974 -0.643
C -1.30129 -0.97230 1.25975 -0.810
C -0.93341 -2.16618 0.40433 0.789
C -0.58493 -3.36181 1.02433 -0.656
C -0.29954 -4.48039 0.26369 -0.470
C -0.41114 -4.38002 -1.11299 -0.531
C -0.78766 -3.16661 -1.66027 -0.287
N -1.02017 -2.06168 -0.93275 -0.459
C 1.69272 -1.15777 1.27735 0.252
C 1.94472 -1.22043 -0.09160 0.552
C 2.68471 -2.27912 -0.57791 -1.024
C 3.17474 -3.22239 0.31713 -0.462
C 2.89254 -3.05918 1.66166 -0.501
N 2.16266 -2.05384 2.14594 -0.674
H 0.75249 -0.22529 2.92593 0.161
H 1.43668 0.89766 1.72401 0.474
H -0.30083 2.14650 1.80113 0.440
H -1.28924 1.15703 2.88120 0.262
H -1.68344 1.29054 -0.84991 -0.483
H -3.72576 2.25682 -1.87291 0.465
H -5.43917 3.34220 -0.37341 0.371
H -4.99956 3.38672 2.06525 0.386
H -2.28906 -0.64691 0.92563 0.628
H -1.40981 -1.32538 2.30241 0.178
H -0.50608 -3.38832 2.10310 0.316
H 0.00053 -5.40711 0.73690 0.401
H -0.21357 -5.22218 -1.76295 0.384
H -0.90463 -3.04607 -2.72803 0.360
H 1.50982 -0.47589 -0.75143 0.449
H 2.86827 -2.36726 -1.64205 0.469
H 3.75894 -4.07039 -0.01756 0.392
H 3.26470 -3.77200 2.39161 0.374
C 0.10612 1.39050 -3.07381 -2.151
C 0.96999 2.00233 -2.06945 1.345
C 2.33244 1.64997 -1.93504 -0.687
C 3.13890 2.16798 -0.93810 -0.231
C 2.64209 3.09027 -0.01913 -0.663
C 1.31485 3.49248 -0.15550 -0.485
C 0.50783 2.97471 -1.15297 -0.361
H 0.65427 1.08000 -3.96652 0.448
H -0.73310 2.03661 -3.34820 0.346
H 2.73897 0.91807 -2.62628 0.305
H 4.17281 1.84400 -0.87038 0.347
H 3.27268 3.49500 0.76292 0.357
H 0.90338 4.23186 0.52542 0.375
H -0.51918 3.31508 -1.23075 0.434
```


The following is a quantum chemistry calculation of 2 unconnected molecules or ions with the total composition C4H11N2, from the Open Molecules 2025 dataset.

Its HOMO energy is -14.6 eV. For the energy above the lowest of the compared OMol25 structures with the same formula, charge and spin, the calculation gives 54.3 kcal per mole. As for the total charge: +1. As for the total energy: -268.2183 Eh. The frontier orbital gap comes out at 11.51 eV.

XYZ file:
```
17
Properties=species:S:1:pos:R:3:mulliken_charge:R:1
C -1.05323 1.65589 1.58457 -0.662
C -1.40703 0.63886 0.81331 0.012
N -0.60303 0.15223 -0.29165 -0.031
C -1.39807 -0.53207 -1.36664 -0.936
H -0.08818 2.11687 1.40114 0.226
H -1.73987 2.10802 2.28167 0.274
H -2.41161 0.23277 0.84180 0.271
H -0.20012 0.99943 -0.70435 0.416
H -0.68179 -0.96975 -2.05890 0.341
H -1.95310 -1.34682 -0.91244 0.400
H -2.05476 0.16111 -1.87456 0.389
C 2.88453 -0.66176 -0.11152 -0.228
N 1.79774 -1.17986 0.29016 -0.510
H 3.77824 -1.26663 -0.26681 0.265
H 2.93923 0.42287 -0.19178 0.220
H 0.28003 -0.40380 -0.07167 0.371
H 1.91103 -2.12739 0.63766 0.183
```


The following is a quantum chemistry calculation of C8H8Br2O in the gas phase, from the Open Molecules 2025 dataset.

Its HOMO energy is -7.8 eV. For the energy above the lowest of the compared OMol25 structures with the same formula, charge and spin, the calculation gives 23.4 kcal per mole. As for the SMILES: CC1=CC(Br)=C(C)C=C(Br)O1. As for the total energy: -5532.7995 Eh. The frontier orbital gap comes out at 7.56 eV.

XYZ file:
```
19
Properties=species:S:1:pos:R:3:mulliken_charge:R:1
C -0.75260 -3.12852 0.22496 -1.128
C -0.49925 -1.65710 0.15690 0.483
C 0.62108 -1.00511 0.40888 -0.605
C 0.99303 0.38190 0.26158 0.468
Br 2.93663 0.60865 0.10004 -0.279
C 0.25015 1.55540 0.10874 0.883
C 0.80795 2.97276 0.17104 -1.500
C -1.22362 1.53707 0.07598 -0.674
C -1.95991 0.44547 -0.14994 0.268
Br -3.87715 0.53967 0.04658 -0.176
O -1.72396 -0.93772 -0.20401 -0.380
H -1.69996 -3.40660 0.67634 0.341
H 0.21311 -3.60928 0.66032 0.283
H -0.86452 -3.67397 -0.83666 0.256
H 1.39072 -1.60091 0.83110 0.294
H 1.86410 3.01599 0.27163 0.404
H 0.22332 3.61578 1.00606 0.262
H 0.73076 3.47613 -0.76887 0.362
H -1.65246 2.46182 -0.02310 0.438
```


The following is a quantum chemistry calculation of a molecular structure, C21H13Cl2N2O6V, from the Open Molecules 2025 dataset.

Its HOMO energy (spin up / spin down) is -11.8 / -11.8 eV. For the energy above the lowest of the compared OMol25 structures with the same formula, charge and spin, the calculation gives 2.6 kcal per mole. As for the total charge: +1. As for the total energy: -3233.2939 Eh. As for the spin multiplicity: 2. The frontier orbital gap (spin up / spin down) comes out at 6.49 / 6.87 eV.

XYZ file:
```
45
Properties=species:S:1:pos:R:3:mulliken_charge:R:1
V -0.25392 1.28261 -0.65792 0.852
O 0.33228 4.90519 0.72709 -0.524
C 0.07405 3.96615 0.04644 0.399
O 0.61819 2.73314 0.15624 -0.250
C -0.89164 3.99556 -1.11747 0.408
C -1.55430 5.05659 -1.69534 -0.724
C -2.27284 4.80766 -2.86638 -0.121
C -2.28067 3.54393 -3.45661 -0.691
C -1.59189 2.53624 -2.81431 0.390
N -0.98104 2.79194 -1.66537 -0.464
C -1.30035 1.11440 -3.25167 0.473
O -1.68241 0.63556 -4.26954 -0.533
O -0.49860 0.51759 -2.34488 -0.093
H -1.48822 6.04199 -1.25604 0.517
H -2.80374 5.61945 -3.34522 0.468
H -2.78295 3.34741 -4.39325 0.511
Cl 1.79294 0.00137 -0.27606 -0.135
C 1.40436 -1.58571 -0.93927 1.104
C 2.05644 -1.97265 -2.09166 -0.961
C 1.69122 -3.17418 -2.67572 -0.487
C 0.68676 -3.94154 -2.10716 -0.603
C 0.06758 -3.52610 -0.94034 0.574
Cl -1.15996 -4.52190 -0.23379 -0.205
C 0.41591 -2.33003 -0.30593 -0.876
N -0.22622 -1.86458 0.85122 0.335
C 0.54355 -1.88183 2.08593 0.897
C 1.33355 -2.97872 2.39856 -0.656
C 2.01074 -3.02998 3.60656 -0.741
C 1.86970 -1.98935 4.51257 -0.729
C 1.06878 -0.90318 4.19840 -1.001
C 0.40628 -0.82509 2.97677 0.653
C -0.34455 0.45299 2.66789 -0.607
C -1.58391 0.33781 1.82370 0.252
O -2.67645 0.04879 2.15125 -0.469
O -1.35888 0.66324 0.45141 -0.360
H 2.81585 -1.34159 -2.53076 0.479
H 2.17993 -3.50391 -3.58113 0.420
H 0.38412 -4.87607 -2.55819 0.452
H -1.06561 -2.41521 0.99763 0.460
H 1.40800 -3.79956 1.69538 0.407
H 2.62680 -3.88642 3.84392 0.423
H 2.37665 -2.02327 5.46722 0.402
H 0.96112 -0.09431 4.91060 0.419
H 0.33803 1.16522 2.19654 0.318
H -0.66467 0.90035 3.60867 0.616
```


The following is a quantum chemistry calculation of C5H6OS2 in the gas phase, from the Open Molecules 2025 dataset.

Its HOMO energy is -8.9 eV. For the energy above the lowest of the compared OMol25 structures with the same formula, charge and spin, the calculation gives 13.6 kcal per mole. As for the SMILES: CC1=C[C@H](S)C(=S)O1. As for the total energy: -1065.7070 Eh. The frontier orbital gap comes out at 8.91 eV.

XYZ file:
```
14
Properties=species:S:1:pos:R:3:mulliken_charge:R:1
C -1.20836 1.80540 0.68419 -1.270
C -0.44716 0.56586 0.36318 0.541
C 0.83106 0.23219 0.44547 -0.568
C 0.98917 -1.17743 -0.06488 0.265
S 2.13324 -1.35359 -1.46995 -0.173
C -0.45831 -1.55421 -0.38123 0.090
S -1.05176 -2.96309 -0.89355 -0.298
O -1.24350 -0.47338 -0.14279 -0.369
H -1.69373 2.19859 -0.19744 0.322
H -1.90574 1.57062 1.40960 0.339
H -0.52810 2.56642 1.03513 0.334
H 1.63793 0.85672 0.77980 0.373
H 1.39175 -1.87706 0.67286 0.278
H 1.55351 -0.39702 -2.24039 0.137
```


The following is a quantum chemistry calculation of a molecular structure, C24H44Mg2O10, from the Open Molecules 2025 dataset.

Its HOMO energy is -13.4 eV. As for the total charge: +2. As for the total energy: -2092.9566 Eh. The frontier orbital gap comes out at 4.63 eV.

XYZ file:
```
80
Properties=species:S:1:pos:R:3:mulliken_charge:R:1
Mg 1.56702 12.10173 -10.70844 0.905
Mg 1.84839 12.40530 -13.70120 1.052
C 0.30564 15.87076 -12.35513 -0.571
C 1.29011 14.96338 -11.63612 -0.457
O 1.38684 13.59528 -12.02342 -0.186
H 0.41963 16.87605 -11.94630 0.166
H -0.70492 15.52088 -12.14438 0.123
H 0.50444 16.00998 -13.42064 0.409
H 1.02385 15.01987 -10.57162 0.080
H 2.27236 15.45084 -11.64404 0.424
C 2.25783 8.77515 -11.00890 -1.252
C 2.89095 9.66212 -12.05810 -0.081
O 2.30175 10.96170 -12.14896 -0.503
H 1.16957 8.79867 -11.14640 0.224
H 2.55626 9.08253 -10.00604 0.366
H 2.37555 7.70533 -11.18531 0.347
H 2.85471 9.13472 -13.01908 0.257
H 3.96890 9.79268 -11.93123 0.365
C -2.39014 19.55708 -13.52030 -0.441
C -2.21282 18.05177 -13.45974 1.359
C -2.37467 17.60148 -14.92556 -0.507
O -1.91640 18.73355 -15.67410 -0.458
C -2.35122 19.91279 -15.00102 -0.456
H -1.62814 20.09961 -12.95558 0.169
H -3.33224 19.85505 -13.05885 0.441
H -2.99019 17.63006 -12.81640 -0.170
H -1.26279 17.76614 -13.01770 -0.985
H -3.41105 17.39228 -15.19466 0.362
H -1.72226 16.75887 -15.14451 0.225
H -3.34298 20.19574 -15.37596 0.243
H -1.74094 20.77844 -15.26190 0.155
C -2.99398 15.58348 -9.81176 0.104
C -2.96747 14.21681 -10.47724 -0.243
C -4.17449 13.58907 -9.85954 -0.496
O -5.16109 14.63247 -10.04509 -0.449
C -4.46294 15.89029 -9.95170 -0.457
H -2.26950 16.28680 -10.23116 -0.190
H -2.62368 15.48199 -8.78764 0.282
H -2.01670 13.66831 -10.37003 -0.008
H -3.03501 14.28814 -11.56818 0.273
H -4.16325 13.38348 -8.78637 0.298
H -4.48430 12.69474 -10.40677 0.301
H -4.82661 16.41445 -9.06260 0.267
H -4.65328 16.51482 -10.82794 0.307
O 1.15373 20.48568 -12.05458 -0.603
C 1.22017 20.66574 -13.24831 0.532
O 1.09995 21.89704 -13.75418 -0.382
C 1.17863 21.89257 -15.19399 -0.574
C 1.30763 20.42151 -15.60886 -0.461
C 1.69799 19.72194 -14.33316 0.292
H 2.13347 22.37166 -15.40934 0.336
H 0.29699 22.34783 -15.63308 0.358
H 2.07283 20.37667 -16.38366 0.371
H 0.39065 20.01055 -16.03251 0.128
H 2.76984 19.60663 -14.16790 0.367
H 1.17354 18.78724 -14.12188 -0.323
O -0.19475 11.71242 -13.60705 -0.397
C -1.07667 10.86605 -13.70547 0.316
O -2.25346 11.21171 -14.14702 -0.307
C -3.28718 10.29565 -13.66225 -0.264
C -2.50878 9.01078 -13.30596 -0.586
C -1.08018 9.43052 -13.15208 0.258
H -4.02855 10.07675 -14.42655 0.316
H -3.83158 10.82747 -12.88311 0.140
H -2.66625 8.44265 -14.21956 0.269
H -3.04530 8.56899 -12.46894 0.343
H -0.42633 8.89484 -13.84441 0.359
H -0.59407 9.57598 -12.19023 -0.134
O -1.83017 17.72360 -7.20980 -0.598
C -1.72093 18.47315 -8.13049 0.519
O -0.79674 18.23869 -9.09841 -0.356
C -0.71507 19.40334 -9.94696 0.458
C -2.09538 19.98231 -9.88481 -0.305
C -2.57430 19.66357 -8.43905 -0.437
H -0.37386 19.04987 -10.91639 -0.543
H 0.03535 20.12080 -9.60608 0.316
H -2.71898 19.49821 -10.63999 -0.005
H -2.18575 21.05373 -10.05985 0.435
H -3.61547 19.36109 -8.51388 0.250
H -2.41864 20.50261 -7.76814 0.315
```


Repeat the third record exactly.
The following is a quantum chemistry calculation of C8H8Br2O in the gas phase, from the Open Molecules 2025 dataset.

Its HOMO energy is -7.8 eV. For the energy above the lowest of the compared OMol25 structures with the same formula, charge and spin, the calculation gives 23.4 kcal per mole. As for the SMILES: CC1=CC(Br)=C(C)C=C(Br)O1. As for the total energy: -5532.7995 Eh. The frontier orbital gap comes out at 7.56 eV.

XYZ file:
```
19
Properties=species:S:1:pos:R:3:mulliken_charge:R:1
C -0.75260 -3.12852 0.22496 -1.128
C -0.49925 -1.65710 0.15690 0.483
C 0.62108 -1.00511 0.40888 -0.605
C 0.99303 0.38190 0.26158 0.468
Br 2.93663 0.60865 0.10004 -0.279
C 0.25015 1.55540 0.10874 0.883
C 0.80795 2.97276 0.17104 -1.500
C -1.22362 1.53707 0.07598 -0.674
C -1.95991 0.44547 -0.14994 0.268
Br -3.87715 0.53967 0.04658 -0.176
O -1.72396 -0.93772 -0.20401 -0.380
H -1.69996 -3.40660 0.67634 0.341
H 0.21311 -3.60928 0.66032 0.283
H -0.86452 -3.67397 -0.83666 0.256
H 1.39072 -1.60091 0.83110 0.294
H 1.86410 3.01599 0.27163 0.404
H 0.22332 3.61578 1.00606 0.262
H 0.73076 3.47613 -0.76887 0.362
H -1.65246 2.46182 -0.02310 0.438
```


Number 5 is which compound?
C5H6OS2